No. 1
Molecular formula: C10H16
Method: DFT, ωB97M-V/def2-TZVPD

```
26
Properties=species:S:1:pos:R:3:forces:R:3
C 2.266 -1.010 3.921 0.303 0.807 0.741
C 1.320 -0.896 2.794 -0.814 0.897 -0.186
C 1.736 -0.626 1.509 -1.874 -1.226 -2.472
C 0.742 -0.448 0.447 2.013 0.255 1.104
C -0.572 -0.299 0.798 -1.814 -0.401 0.066
C -1.010 -0.573 2.138 1.091 0.825 -1.054
C -0.052 -0.773 3.120 -0.198 -0.671 -0.186
H 2.497 0.041 4.128 -0.040 -0.087 0.748
H 3.226 -1.390 3.660 0.624 -0.760 -0.357
H 1.886 -1.523 4.823 0.087 0.336 -0.531
H 2.735 -0.801 1.126 0.253 0.207 0.565
H 1.108 -0.431 -0.607 -0.485 0.298 1.031
H -1.363 -0.018 0.046 1.048 -0.583 0.771
H -2.080 -0.569 2.301 0.109 0.124 0.404
H -0.295 -0.905 4.183 -0.242 -0.037 -0.550
C -2.222 0.393 -2.664 -0.398 -0.435 -1.108
C -0.812 0.937 -2.573 1.540 0.359 -1.359
C -0.213 1.498 -3.929 -1.508 0.488 0.579
H -2.305 -0.405 -3.425 0.468 0.271 0.077
H -2.982 1.093 -2.990 0.038 0.612 0.063
H -2.628 -0.096 -1.800 0.153 0.008 0.883
H -0.560 1.662 -1.791 -0.761 0.061 0.000
H -0.116 0.142 -2.371 0.021 -0.804 0.414
H -0.734 2.417 -4.223 0.156 0.124 0.238
H 0.850 1.730 -3.845 -0.097 -0.206 0.000
H -0.423 0.848 -4.776 0.329 -0.462 0.118
```
Positions in Å, forces in eV/Å.

Calculated values
SMILES   Cc1ccccc1.CCC
Frontier orbital gap   10.0 eV
Charge   0
Energy above the lowest of the compared OMol25 structures with the same formula, charge and spin   95.7 kJ/mol

---

No. 2
Molecular formula: C22H31Cl13F4NO4
Method: DFT, ωB97M-V/def2-TZVPD

```
75
Properties=species:S:1:pos:R:3:forces:R:3
C 3.267 1.527 1.218 0.188 0.009 1.303
C 4.002 2.927 1.333 0.692 -0.782 -0.236
C 4.208 3.704 -0.040 -0.344 0.131 0.499
C 3.287 3.229 -1.222 -0.252 1.181 -0.594
C 1.768 3.714 -1.075 0.549 0.014 -0.732
C 0.756 2.706 -1.818 0.187 0.685 1.247
C -0.617 2.829 -1.076 -2.001 0.372 0.415
C -1.352 4.115 -1.103 0.109 -1.349 0.376
Cl -0.794 5.555 -1.991 -0.816 -1.873 0.804
N -2.570 4.261 -0.441 0.388 -1.796 -0.059
C -3.166 3.260 0.295 1.453 -2.492 -0.061
C -2.548 1.917 0.398 0.765 1.455 -1.269
C -3.221 0.773 1.239 0.729 1.018 1.276
O -4.399 0.238 0.595 -0.250 0.016 1.110
C -5.322 -0.227 1.504 -0.385 -1.446 0.114
F -6.095 -1.162 0.854 0.947 1.884 1.039
F -6.116 0.768 2.036 1.100 -1.329 -0.948
F -4.744 -0.878 2.581 -0.678 1.071 -1.461
C -1.272 1.723 -0.316 -0.217 1.666 -1.266
C -0.501 0.344 -0.333 -0.809 0.621 0.429
O -0.182 -0.143 0.717 -0.049 0.071 -0.956
O -0.276 -0.188 -1.581 -0.132 0.357 1.675
C 0.437 -1.439 -1.523 1.073 -0.896 -1.879
C 1.964 -1.270 -1.142 -0.074 -0.167 0.777
O 2.412 -1.726 -0.146 -0.013 0.294 -0.844
F 2.803 -0.571 -2.018 -1.788 -0.738 0.785
H 3.499 0.945 0.290 -0.325 0.677 0.774
H 2.155 1.631 1.415 1.141 -0.190 -0.641
H 3.646 0.895 2.081 -0.521 0.600 -0.999
H 5.041 2.711 1.733 -1.200 0.339 -0.351
H 3.495 3.543 2.123 0.361 -0.454 -0.872
H 5.286 3.630 -0.349 -1.059 -0.052 0.197
H 4.030 4.803 0.183 0.138 -1.155 -0.563
H 3.667 3.756 -2.153 -0.338 -0.757 0.952
H 3.333 2.133 -1.453 0.085 0.949 0.508
H 1.461 3.859 0.000 0.377 -0.346 -0.970
H 1.717 4.721 -1.580 -0.062 -1.022 0.738
H 1.228 1.694 -1.725 -0.903 0.813 -0.032
H 0.648 2.929 -2.912 0.016 -0.078 1.040
H -3.080 5.175 -0.493 0.983 -0.942 -0.143
H -4.143 3.430 0.824 1.174 0.218 -0.830
H -2.486 -0.041 1.515 -0.800 0.913 -0.720
H -3.529 1.227 2.232 0.376 -0.354 -1.134
H 0.436 -1.846 -2.580 -0.153 0.684 1.083
H -0.064 -2.228 -0.898 0.731 1.168 -0.131
C 3.590 -4.759 -0.661 -0.025 0.017 0.220
Cl 4.207 -4.464 -2.294 -0.089 0.117 -0.104
Cl 4.425 -6.108 0.113 0.070 0.111 0.021
H 3.739 -3.864 -0.063 0.086 -0.098 -0.096
H 2.531 -4.990 -0.722 0.170 -0.097 -0.099
C 0.723 -6.235 1.754 0.095 -0.345 0.259
Cl 0.433 -4.758 0.820 -0.172 0.203 0.098
Cl 1.334 -7.531 0.724 0.059 0.077 0.116
H 1.456 -6.025 2.529 0.026 0.071 -0.201
H -0.213 -6.554 2.206 0.031 0.055 -0.188
C 7.472 -3.244 -4.236 -0.007 -0.085 0.154
Cl 7.174 -1.763 -5.156 -0.043 0.073 0.078
Cl 8.081 -4.535 -5.277 -0.010 -0.031 0.087
H 8.209 -3.037 -3.463 -0.005 0.014 -0.167
H 6.540 -3.568 -3.781 0.064 0.029 -0.132
C -2.640 -8.893 2.060 -0.221 -0.116 -0.070
Cl -1.894 -8.136 0.647 -0.299 -0.098 -0.047
Cl -1.761 -8.495 3.542 -0.044 -0.035 0.065
H -3.663 -8.538 2.152 0.152 0.065 0.024
H -2.634 -9.972 1.926 0.134 0.120 0.016
C -9.202 -0.834 2.001 0.074 -0.077 0.100
Cl -10.190 0.565 2.439 0.080 0.033 0.070
Cl -9.882 -1.695 0.616 0.096 -0.052 0.002
H -8.205 -0.493 1.746 -0.214 0.028 -0.058
H -9.156 -1.512 2.849 -0.135 0.060 -0.090
C -1.685 8.192 0.467 0.518 0.294 -0.046
Cl -3.005 7.015 0.293 -0.549 0.973 0.437
Cl -0.145 7.392 0.790 -0.057 0.121 0.108
H -1.602 8.765 -0.452 -0.069 -0.193 0.011
H -1.918 8.853 1.297 -0.110 -0.221 -0.013
```
Positions in Å, forces in eV/Å.

Calculated values
Frontier orbital gap   7.2 eV
Charge   +1
Energy above the lowest of the compared OMol25 structures with the same formula, charge and spin   0.0 kJ/mol

---

No. 3
Molecular formula: C4H11PS2
Method: DFT, ωB97M-V/def2-TZVPD

```
18
Properties=species:S:1:pos:R:3:forces:R:3
C -1.426 -0.502 -0.488 0.729 2.145 0.027
C -0.999 0.953 1.880 0.538 0.054 0.521
C 0.204 2.207 -0.278 2.352 -0.144 0.695
C 1.801 -1.582 -0.890 -0.700 1.927 2.063
P -1.327 1.246 0.159 0.380 -0.619 -1.576
S 0.246 -2.442 -0.372 0.492 -0.306 -0.291
S 0.262 -4.221 -1.319 -0.084 1.391 0.388
H -2.188 -0.931 0.129 -0.311 -0.750 0.385
H -1.743 -0.453 -1.507 0.036 -0.453 -0.826
H -1.154 -0.093 1.999 0.373 -0.969 0.427
H 0.008 1.278 2.185 -0.574 -0.232 0.125
H -1.791 1.383 2.439 -0.355 0.825 0.886
H 0.046 3.267 0.081 -0.003 -1.066 -0.660
H 1.195 1.873 0.292 -2.140 0.356 -0.959
H 0.509 2.177 -1.349 -0.625 0.270 0.626
H 1.688 -0.428 -0.886 -0.008 -1.918 0.638
H 2.077 -1.776 -1.863 0.298 -0.979 -2.216
H 2.591 -1.955 -0.213 -0.400 0.469 -0.254
```
Positions in Å, forces in eV/Å.

Calculated values
Frontier orbital gap (spin up / spin down)   6.1 / 7.3 eV
Charge   0
Energy above the lowest of the compared OMol25 structures with the same formula, charge and spin   363.5 kJ/mol

---

No. 4
Molecular formula: C20H22N2O3
Method: DFT, ωB97M-V/def2-TZVPD

```
47
Properties=species:S:1:pos:R:3:forces:R:3
O -0.617 2.962 0.489 -0.094 0.154 -0.020
C -0.775 1.765 0.349 0.061 -0.095 -0.193
N 0.175 0.902 -0.099 0.159 -0.185 0.221
N 1.477 1.159 -0.452 0.279 -0.144 -0.665
C 2.225 1.896 0.258 -0.405 0.099 0.134
C 3.641 2.159 -0.170 0.211 0.087 -0.187
C 4.099 3.296 0.743 0.123 -0.090 0.039
C 3.340 3.035 2.044 0.030 0.017 0.015
C 1.963 2.574 1.568 -0.172 0.122 0.272
C -2.083 1.071 0.576 0.027 -0.184 0.296
C -3.228 1.581 -0.017 0.051 -0.072 0.038
C -4.446 0.946 0.143 -0.063 0.072 -0.085
C -4.519 -0.195 0.922 0.036 -0.003 0.007
C -3.392 -0.695 1.550 0.161 -0.141 0.156
C -2.161 -0.071 1.383 -0.153 0.346 -0.153
O -1.018 -0.441 2.052 -0.311 0.202 0.028
C -0.726 -1.811 2.197 0.212 -0.467 -0.443
C -0.029 -2.354 0.943 0.061 0.115 0.493
O -0.912 -2.141 -0.137 -0.063 0.007 -0.108
C -0.507 -2.451 -1.407 -0.059 -0.012 -0.219
C 0.697 -3.061 -1.730 -0.029 0.037 0.351
C 0.994 -3.324 -3.058 -0.028 0.002 -0.133
C 0.106 -2.985 -4.062 0.109 -0.070 -0.107
C -1.095 -2.374 -3.735 -0.013 0.021 0.047
C -1.402 -2.105 -2.418 0.020 0.008 0.212
H -0.143 0.008 -0.449 -0.037 0.175 0.075
H 4.235 1.259 0.006 0.034 -0.037 0.005
H 3.704 2.396 -1.231 0.000 -0.069 -0.016
H 3.790 4.254 0.323 0.017 0.055 -0.014
H 5.179 3.312 0.882 0.014 0.079 -0.036
H 3.830 2.237 2.606 0.052 0.010 0.040
H 3.287 3.917 2.680 0.010 -0.039 0.072
H 1.289 3.420 1.405 0.053 -0.101 0.022
H 1.458 1.900 2.265 -0.094 0.027 -0.025
H -3.143 2.476 -0.614 0.020 0.099 -0.040
H -5.331 1.338 -0.334 -0.072 0.037 -0.042
H -5.465 -0.698 1.058 -0.068 -0.040 0.023
H -3.486 -1.567 2.179 0.020 -0.051 0.054
H -1.623 -2.402 2.395 0.074 0.045 0.051
H -0.047 -1.889 3.050 -0.093 -0.066 -0.084
H 0.914 -1.815 0.781 -0.063 -0.066 -0.011
H 0.182 -3.424 1.077 0.020 0.081 -0.023
H 1.406 -3.335 -0.964 0.047 -0.007 0.088
H 1.932 -3.799 -3.303 0.075 -0.033 -0.019
H 0.346 -3.194 -5.093 0.026 -0.017 -0.087
H -1.794 -2.102 -4.512 -0.065 0.030 -0.061
H -2.329 -1.627 -2.140 -0.119 0.061 0.034
```
Positions in Å, forces in eV/Å.

Calculated values
SMILES   O=C(NN=C1CCCC1)c1ccccc1OCCOc1ccccc1
Frontier orbital gap   9.2 eV
Charge   0
Energy above the lowest of the compared OMol25 structures with the same formula, charge and spin   283.2 kJ/mol